[1]
One molecule with the formula C3H3NO2 at a distorted geometry. Source: the OMol25 dataset; level of theory: the ωB97M-V functional and the def2-TZVPD basis.

Properties
* gap between HOMO and LUMO (spin up / spin down): 7.29 / 7.29 eV
* E: -8741.0650 eV
* spin multiplicity: 1
* energy above the lowest of the compared OMol25 structures with the same formula, charge and spin: 93.8 kcal/mol

Cartesian coordinates (Å):
O -0.872 0.056 -1.403
C -0.437 -0.033 -0.195
C 0.999 0.032 0.078
O 1.779 0.137 -0.931
C -1.375 -0.168 0.874
N -2.039 -0.303 1.812
H -0.062 0.139 -1.984
H 1.130 -0.738 0.915
H 0.952 0.839 0.893

Forces on atoms 1 to 3 (eV/Å):
O 0.3 0.0 0.3
C 0.1 0.0 -0.2
C -0.4 -0.2 0.6

Atomic partial charges in e from the Mulliken method, atoms 1 to 5:
1 O -0.393
2 C 0.570
3 C -0.069
4 O -0.756
5 C -0.010


[2]
A 7-piece molecular cluster, C17H38Cl4O5S2 overall at a distorted geometry. Source: the OMol25 dataset; level of theory: the ωB97M-V functional and the def2-TZVPD basis.

Properties
* gap between HOMO and LUMO: 8.98 eV
* E: -100240.0478 eV
* spin multiplicity: 1
* energy above the lowest of the compared OMol25 structures with the same formula, charge and spin: 12.0 kcal/mol

Cartesian coordinates (Å):
C -15.355 4.957 14.698
S -17.096 4.773 15.334
O -17.291 3.287 15.483
C -16.880 5.391 17.061
H -14.561 4.583 15.346
H -15.080 5.996 14.518
H -15.280 4.521 13.702
H -17.778 5.215 17.653
H -16.759 6.467 16.934
H -16.003 4.948 17.533
C -6.381 9.491 11.270
S -7.101 7.832 10.899
O -5.846 7.046 10.589
C -7.523 7.274 12.596
H -5.534 9.225 11.902
H -7.046 10.119 11.863
H -6.032 10.030 10.389
H -8.418 7.716 13.035
H -6.723 7.429 13.319
H -7.727 6.203 12.562
C -13.599 11.507 11.140
C -14.595 10.590 10.445
O -15.276 9.873 11.104
C -14.586 10.558 8.969
H -13.187 11.054 12.041
H -14.126 12.438 11.346
H -12.826 11.795 10.426
H -14.810 11.519 8.506
H -15.459 9.991 8.646
H -13.721 10.063 8.527
C -14.716 6.580 8.748
C -16.081 6.900 9.401
O -16.701 7.873 9.021
C -16.684 5.898 10.403
H -13.909 6.286 9.419
H -14.253 7.476 8.333
H -14.799 5.850 7.943
H -16.777 4.924 9.924
H -17.648 6.250 10.768
H -15.915 5.772 11.165
C -13.792 8.517 13.662
C -13.260 7.537 12.634
O -13.901 6.535 12.292
C -11.879 7.855 12.099
H -13.872 9.479 13.156
H -13.125 8.616 14.518
H -14.788 8.182 13.951
H -11.244 8.000 12.973
H -11.821 8.744 11.470
H -11.443 7.022 11.546
Cl -10.355 8.992 8.888
C -11.555 8.086 7.919
C -11.359 6.598 7.847
Cl -11.533 5.719 9.399
H -11.512 8.569 6.942
H -12.563 8.397 8.193
H -10.329 6.366 7.575
H -11.864 6.024 7.071
Cl -14.644 11.192 17.974
C -15.696 10.434 16.716
C -16.218 11.455 15.699
Cl -17.775 11.064 14.992
H -16.481 9.884 17.235
H -15.038 9.732 16.205
H -15.489 11.854 14.994
H -16.477 12.374 16.224

Forces on atoms 1 to 3 (eV/Å):
C -0.1 0.8 0.2
S 1.0 -1.4 0.6
O -0.1 0.9 -0.3

Atomic partial charges in e from the Mulliken method, atoms 1 to 5:
1 C -0.404
2 S 0.498
3 O -0.632
4 C -0.729
5 H 0.417


[3]
One molecule with the formula C5H7NO. Source: the OMol25 dataset; level of theory: the ωB97M-V functional and the def2-TZVPD basis.

Properties
* SMILES string: O=C1CN2CC[C@@H]12
* gap between HOMO and LUMO: 10.26 eV
* E: -8833.4000 eV
* spin multiplicity: 1
* energy above the lowest of the compared OMol25 structures with the same formula, charge and spin: 64.6 kcal/mol

Cartesian coordinates (Å):
O -0.689 -0.366 -2.668
C -0.533 -0.274 -1.482
C -1.523 -0.297 -0.329
N -0.634 0.628 0.414
C 0.258 -0.143 1.331
C 1.455 0.174 0.447
C 0.491 0.529 -0.684
H -2.500 0.119 -0.587
H -1.653 -1.284 0.133
H 0.025 -1.216 1.342
H 0.284 0.222 2.361
H 2.269 -0.536 0.316
H 1.857 1.142 0.764
H 0.894 1.300 -1.358

Forces on atoms 1 to 3 (eV/Å):
O 0.3 -0.2 0.4
C -0.1 -0.3 -0.5
C -0.2 -0.1 -0.2

Atomic partial charges in e from the Mulliken method, atoms 1 to 5:
1 O -0.551
2 C 0.445
3 C -0.440
4 N -0.358
5 C -0.393


[4]
A 2-piece molecular cluster, C12H24I2NO5PS overall at a distorted geometry. Source: the OMol25 dataset; level of theory: the ωB97M-V functional and the def2-TZVPD basis.

Properties
* gap between HOMO and LUMO: 3.17 eV
* E: -60874.6183 eV
* spin multiplicity: 1

Cartesian coordinates (Å):
C 3.870 1.236 1.718
O 4.126 0.309 0.605
C 3.235 0.548 -0.542
C 1.974 -0.545 -0.637
C 0.822 0.186 -1.549
P -0.849 0.467 -0.589
C -1.823 1.751 -1.655
C -3.179 2.326 -0.935
C -2.924 3.180 0.443
S -4.495 4.184 0.860
O -0.418 1.081 0.982
N 0.607 1.949 0.933
O 0.296 3.011 0.420
C -1.690 -1.273 -0.546
I -0.721 -2.700 0.801
C -3.290 -1.233 -0.192
C -3.671 -0.440 1.197
I -3.896 -3.355 0.141
H 3.241 0.649 2.534
H 4.908 1.515 2.233
H 3.384 2.259 1.411
H 3.832 0.419 -1.566
H 2.775 1.635 -0.587
H 1.661 -0.770 0.470
H 2.385 -1.552 -1.129
H 1.187 1.174 -2.094
H 0.533 -0.588 -2.411
H -2.093 1.242 -2.701
H -1.046 2.631 -1.866
H -3.666 3.091 -1.711
H -3.991 1.460 -0.821
H -2.106 4.008 0.197
H -2.544 2.550 1.353
H -4.131 5.105 1.893
H -1.570 -1.705 -1.652
H -3.956 -0.884 -1.119
H -2.874 0.365 1.518
H -3.884 -1.129 2.118
H -4.677 0.159 0.963
C 3.711 -4.371 0.777
C 3.269 -4.958 -0.552
O 3.928 -5.960 -0.945
O 2.295 -4.365 -1.095
H 4.556 -4.926 1.196
H 4.015 -3.329 0.640
H 2.884 -4.408 1.492

Forces on atoms 1 to 3 (eV/Å):
C 0.6 -0.1 1.4
O -1.8 2.1 -0.9
C -0.4 -0.5 -1.3

Atomic partial charges in e from the Mulliken method, atoms 1 to 5:
1 C -0.493
2 O -0.346
3 C -0.577
4 C 0.044
5 C -0.861